No. 1
DFT (wB97M-V/def2-TZVPD) results for C43H35BBrF2N2O8Ru as an isolated structure in a non-equilibrium geometry.

Structure (XYZ):
```
93
Properties=species:S:1:pos:R:3:forces:R:3:mulliken_spin:R:1
Ru -0.60743 0.26532 0.12521 1.39 -0.76 -0.11 0.801
O -2.73678 -3.11394 0.68182 -0.05 0.09 0.01 0.004
C -1.94253 -2.16916 0.68904 -0.13 -0.02 0.17 -0.009
O -2.15440 -1.07044 -0.01739 0.06 -0.10 -0.07 -0.015
C -0.74427 -2.12472 1.53321 -0.12 0.14 -0.02 0.003
C -0.66438 -2.66055 2.79219 0.20 -0.04 -0.01 -0.004
C 0.33870 -2.30432 3.69826 0.02 -0.01 -0.08 0.033
C 1.18000 -1.22622 3.31558 -0.02 -0.17 0.00 -0.020
C 1.15593 -0.68124 2.07621 -0.15 -0.03 0.10 0.039
N 0.32340 -1.26223 1.02774 0.06 0.16 0.15 -0.003
C 1.74824 0.63286 1.73754 0.15 0.01 0.23 -0.002
O 2.67519 1.10977 2.39595 -0.08 0.09 -0.09 -0.001
O 1.16245 1.26432 0.75110 -0.40 -0.38 -0.19 0.029
H -1.47115 -3.32821 3.07622 0.00 -0.01 -0.02 -0.002
H 0.37603 -2.72453 4.69375 -0.02 0.04 0.01 0.004
H 1.83235 -0.73978 4.03221 0.00 0.01 0.00 -0.001
C 1.37396 1.13929 -6.54955 -0.01 0.01 0.04 0.000
C 1.16857 1.27500 -5.05365 0.03 0.06 -0.01 0.000
C 1.97585 2.42168 -4.45267 -0.01 0.00 0.02 0.000
O 1.49620 0.05018 -4.45096 0.01 -0.09 -0.03 0.000
C 0.73764 -0.00715 -3.23951 0.03 0.06 0.01 0.012
C -0.58553 0.68147 -3.64527 0.03 0.04 -0.06 0.001
O -0.20386 1.47032 -4.78927 -0.09 -0.03 -0.08 0.000
C -1.23347 1.56260 -2.52449 0.00 -0.01 0.09 -0.087
O -0.38819 1.67410 -1.44004 -0.37 0.12 0.31 0.076
C -2.59593 1.03401 -2.03658 -0.22 0.29 0.08 0.053
C -3.38266 0.04867 -2.60639 0.02 -0.08 -0.03 0.024
C -4.60050 -0.30990 -2.03167 0.03 0.00 0.00 0.005
C -5.06716 0.33898 -0.90431 0.03 0.01 0.00 0.000
C -4.31227 1.37112 -0.35326 -0.07 -0.06 0.00 0.005
C -3.09455 1.70471 -0.91002 -0.10 0.08 -0.24 -0.019
C -1.52874 2.96308 -3.10469 0.13 0.03 0.06 0.017
C -2.47733 3.16231 -4.10365 0.00 0.03 0.00 0.003
C -2.73404 4.43253 -4.59270 -0.02 -0.04 -0.01 0.001
C -2.04579 5.52973 -4.08587 0.02 0.03 0.01 0.000
C -1.10474 5.33787 -3.08546 -0.01 0.00 -0.01 0.000
C -0.85044 4.06111 -2.59600 0.01 -0.01 -0.02 0.003
C 0.67077 -1.46347 -2.71939 -0.09 -0.06 0.00 -0.008
O 0.31187 -1.36494 -1.34946 -0.08 0.51 -0.02 0.054
C -0.41434 -2.24494 -3.46392 0.00 -0.05 0.04 -0.004
C -0.32689 -2.41503 -4.84685 0.01 -0.01 -0.02 0.000
C -1.31860 -3.09306 -5.53724 0.02 0.01 -0.01 0.000
C -2.40732 -3.62675 -4.85443 -0.01 -0.01 0.02 0.000
C -2.48871 -3.47301 -3.47970 -0.01 -0.01 -0.02 -0.001
C -1.50060 -2.78122 -2.78697 0.01 0.03 0.02 0.003
C 2.02502 -2.17120 -2.89116 0.01 -0.03 -0.02 0.000
C 3.22844 -1.47466 -2.82080 -0.02 -0.02 -0.02 0.000
C 4.43895 -2.13829 -2.92647 0.01 0.03 -0.01 0.000
C 4.47180 -3.51610 -3.09200 -0.01 -0.02 0.00 0.000
C 3.28137 -4.22307 -3.13576 0.01 -0.01 -0.01 0.000
C 2.07003 -3.55307 -3.03359 0.01 0.03 -0.02 0.000
H 2.41523 0.89152 -6.75917 0.00 0.01 -0.01 0.000
H 1.11941 2.07595 -7.04635 -0.01 0.00 0.00 0.000
H 0.72864 0.34550 -6.92473 0.01 -0.01 0.00 0.000
H 3.03965 2.28168 -4.65420 0.00 0.01 0.00 0.000
H 1.81710 2.46812 -3.37434 0.00 0.00 -0.01 0.000
H 1.64071 3.36635 -4.88367 0.01 0.00 0.00 0.000
H 1.21402 0.57905 -2.45076 -0.01 0.01 -0.02 -0.003
H -1.29920 -0.04576 -4.02305 0.03 -0.07 0.07 0.000
H -3.05676 -0.49051 -3.48576 0.01 -0.02 0.00 0.000
H -5.16783 -1.12658 -2.46212 0.00 0.00 -0.01 0.000
H -6.00419 0.04148 -0.44925 0.00 0.00 0.00 0.000
H -4.67672 1.91154 0.51378 0.00 -0.01 0.01 0.001
H -2.51513 2.53502 -0.52317 0.01 -0.06 0.12 0.003
H -3.01817 2.31059 -4.50046 -0.01 0.00 0.00 0.000
H -3.47544 4.57038 -5.37189 0.00 0.00 0.00 0.000
H -2.24782 6.52502 -4.46547 0.00 0.00 0.00 0.000
H -0.56443 6.18618 -2.67976 0.00 0.00 0.00 0.000
H -0.12629 3.88210 -1.81072 0.00 0.00 0.00 -0.003
H 0.52576 -2.00889 -5.37630 0.00 0.00 0.00 0.000
H -1.24015 -3.21020 -6.61240 0.00 0.00 0.00 0.000
H -3.18122 -4.16091 -5.39417 0.00 0.00 0.00 0.000
H -3.32520 -3.88092 -2.92501 0.00 0.00 0.00 0.000
H -1.59165 -2.63953 -1.72105 0.00 -0.01 0.00 0.002
H 3.22369 -0.40767 -2.65448 0.00 0.00 0.00 0.000
H 5.36302 -1.57657 -2.85866 0.00 0.00 0.00 0.000
H 5.42038 -4.03562 -3.16695 0.00 0.00 0.00 0.000
H 3.28946 -5.30220 -3.23428 0.00 0.00 0.00 0.000
H 1.14759 -4.11779 -3.04365 0.00 -0.01 0.00 0.000
Br -4.86112 0.53692 3.99466 0.03 0.00 -0.03 0.000
C -3.30386 1.31527 3.24278 -0.07 0.08 0.19 0.000
C -3.01161 2.64481 3.48621 0.11 -0.10 -0.11 0.003
C -1.86227 3.15673 2.90356 -0.07 0.03 0.17 -0.005
C -1.08272 2.34233 2.10620 0.28 -0.04 0.08 0.000
N -1.39788 1.06048 1.86794 -0.63 0.76 -0.79 -0.006
C -2.49543 0.54733 2.43064 0.13 -0.30 0.09 0.022
H -3.65859 3.25155 4.10411 -0.01 0.00 0.01 -0.001
H -1.57552 4.18805 3.05534 0.02 0.00 -0.01 0.000
H -0.16848 2.67554 1.62751 -0.06 0.02 -0.05 0.002
H -2.71757 -0.48846 2.21126 -0.02 0.05 -0.04 -0.001
F 2.41592 -1.30291 -0.20161 -0.02 0.05 -0.02 0.001
B 1.13507 -1.84262 -0.21106 0.14 -0.24 0.24 -0.009
F 1.19655 -3.23179 -0.16661 -0.06 -0.01 -0.05 -0.001
```
Forces are in eV/Å.

Results
**Total charge**: -2
**2S+1**: 2
**Molecular weight**: 937.5 g/mol
**Kohn-Sham gap (alpha / beta)**: 4.07 / 4.03 eV

No. 2
DFT (wB97M-V/def2-TZVPD) results for a 14-piece molecular cluster, C19H25Cl40O5PS overall in a non-equilibrium geometry.

Structure (XYZ):
```
91
Properties=species:S:1:pos:R:3:forces:R:3:mulliken_charge:R:1
C -0.69370 0.66084 -4.50930 0.07 0.15 0.35 -0.813
O -0.38744 1.25562 -3.25618 0.02 -0.02 0.00 -0.096
C -1.34608 2.19221 -2.84199 -0.10 -0.45 0.36 -1.492
C -1.48984 2.14130 -1.32614 0.40 0.84 -1.12 0.927
C -0.29463 2.83138 -0.65587 0.40 -0.31 0.16 -0.494
C 0.57129 1.92744 0.23259 -0.22 -0.41 0.63 -0.656
P 1.82852 1.05663 -0.84581 0.18 0.38 -1.13 0.391
O 1.30329 -0.49760 -0.98245 0.36 0.15 0.87 -0.180
Cl 3.44504 0.84435 0.48082 -0.39 -0.19 0.24 -0.298
C -0.21512 1.04486 1.23311 0.47 -0.29 -0.95 -0.835
S -1.83452 0.66088 0.61412 -0.68 -0.18 1.31 1.170
O -2.21215 -0.65963 0.99220 0.48 -0.82 -0.52 -0.467
O -2.76073 1.66268 1.05704 0.08 0.77 -0.29 -0.635
O -1.62232 0.74670 -0.94980 -0.26 0.27 0.68 -0.468
H -1.68033 0.19409 -4.47562 -0.13 0.02 -0.06 0.396
H 0.04025 -0.11974 -4.67766 0.17 0.02 -0.11 0.329
H -0.65548 1.40230 -5.30797 -0.04 -0.15 0.12 0.106
H -2.32062 1.99570 -3.29268 -0.05 -0.07 -0.16 0.549
H -1.02976 3.21238 -3.07813 -0.15 0.12 -0.23 0.408
H -2.39471 2.70260 -1.10546 0.04 -0.53 0.14 -0.273
H -0.59365 3.70555 -0.08175 -0.30 -0.02 0.07 0.371
H 0.35626 3.19986 -1.44426 0.04 0.14 -0.09 0.531
H 1.17789 2.58015 0.85830 0.25 0.09 -0.10 0.731
H 2.09021 -1.05215 -0.83540 -0.38 -0.23 -0.16 0.164
H 0.28469 0.08066 1.31520 -0.03 -0.14 0.19 0.326
H -0.31128 1.49173 2.21626 -0.27 0.08 0.08 0.477
C -4.35869 5.90152 -0.47488 0.09 -0.02 -0.09 -0.090
Cl -3.12633 7.15614 -0.62606 -0.01 0.00 0.02 -0.130
Cl -5.30589 5.77187 -1.95717 -0.01 0.00 0.01 -0.131
Cl -3.62437 4.35096 -0.06267 -0.28 0.27 0.25 0.038
H -5.02661 6.18087 0.32846 -0.01 0.00 0.01 0.332
C 3.69013 5.08982 -1.98624 -0.14 0.03 -0.04 -0.087
Cl 2.63157 5.37826 -3.36910 0.09 0.02 -0.04 -0.065
Cl 4.32164 6.59973 -1.33500 -0.01 -0.04 -0.02 -0.129
Cl 2.81327 4.17972 -0.75493 0.24 0.28 0.18 -0.034
H 4.52441 4.48668 -2.31777 0.01 -0.02 0.00 0.300
C -0.69185 0.27848 -8.78569 -0.05 -0.05 0.07 0.029
Cl -0.32044 1.65901 -7.75074 0.08 0.11 -0.36 -0.079
Cl 0.40529 -1.06191 -8.45236 0.01 0.00 -0.02 -0.127
Cl -2.36911 -0.21771 -8.58442 0.00 -0.04 0.12 -0.105
H -0.55033 0.58181 -9.81462 0.01 0.01 -0.01 0.273
C 2.16594 6.33434 -7.40755 -0.01 -0.03 -0.06 0.064
Cl 1.26002 7.40888 -8.47078 0.01 0.00 0.02 -0.122
Cl 1.07504 5.41507 -6.36793 -0.07 -0.02 -0.01 -0.075
Cl 3.19969 5.25179 -8.33859 0.01 0.00 0.02 -0.122
H 2.79812 6.94121 -6.77345 0.01 0.00 0.02 0.259
C -5.07481 -2.14077 0.69765 0.06 0.05 0.05 0.696
Cl -6.00137 -1.04075 -0.32537 0.01 0.02 0.01 -0.152
Cl -6.14865 -3.13131 1.68897 0.01 0.01 0.00 -0.149
Cl -4.00390 -3.14559 -0.27146 0.01 -0.10 -0.06 -0.136
H -4.45518 -1.54491 1.35524 0.03 0.01 -0.03 -0.320
C -3.43425 0.77644 4.41808 -0.03 -0.02 0.04 0.371
Cl -4.88508 0.91062 5.41426 -0.01 0.00 -0.03 -0.147
Cl -2.33515 2.12067 4.73782 0.04 0.04 -0.04 -0.160
Cl -2.62128 -0.76305 4.69210 -0.08 0.15 -0.06 -0.046
H -3.72894 0.82591 3.37674 0.04 0.04 -0.02 -0.054
C -0.08965 -3.99123 5.27619 0.02 0.10 -0.10 -0.155
Cl -0.02362 -2.81186 6.59053 -0.01 0.00 0.02 -0.135
Cl -0.97698 -3.34945 3.89892 -0.07 -0.12 0.12 0.003
Cl 1.54098 -4.46069 4.79148 0.09 -0.05 0.08 -0.130
H -0.60665 -4.87077 5.63505 0.02 -0.02 0.03 0.368
C -4.74910 0.43269 -12.14328 -0.03 0.06 0.05 0.054
Cl -5.42865 1.54455 -13.32974 0.01 -0.02 0.00 -0.121
Cl -3.04918 0.79749 -11.84225 0.03 0.04 -0.16 -0.099
Cl -5.67139 0.47524 -10.64075 0.01 -0.02 0.00 -0.119
H -4.80947 -0.56875 -12.54655 0.01 -0.02 0.00 0.282
C 2.91094 -0.61594 5.35567 0.01 0.09 -0.02 0.474
Cl 2.92747 0.57642 6.65089 0.00 -0.05 0.02 -0.132
Cl 1.99863 -0.01964 3.96692 -0.05 -0.10 0.03 0.018
Cl 4.55991 -1.03321 4.86383 -0.03 -0.03 0.00 -0.176
H 2.42999 -1.51283 5.72666 0.00 -0.02 -0.04 -0.210
C 0.75687 -3.94108 -0.15904 -0.05 0.01 0.07 0.176
Cl 1.32697 -3.72590 1.48993 0.09 0.04 -0.10 0.018
Cl 2.09738 -3.82739 -1.29662 0.11 0.04 -0.13 -0.161
Cl -0.07190 -5.49021 -0.33416 -0.05 -0.02 -0.01 -0.159
H 0.04961 -3.15170 -0.38385 -0.01 0.01 -0.01 0.106
C 5.35767 -3.23701 7.73127 0.04 -0.02 0.11 0.364
Cl 5.91158 -1.97851 8.84428 0.02 0.02 -0.19 -0.119
Cl 6.42868 -4.63668 7.79426 -0.03 0.00 0.00 -0.132
Cl 3.69233 -3.69506 8.08314 -0.08 0.02 -0.12 -0.057
H 5.38081 -2.83806 6.72678 0.05 0.05 0.01 -0.037
C 3.01323 -3.58669 12.53511 0.03 -0.06 -0.07 -0.001
Cl 4.40573 -3.23838 11.51431 -0.04 0.00 0.17 -0.064
Cl 1.51122 -3.18792 11.69639 -0.01 0.01 0.01 -0.119
Cl 3.01214 -5.27503 13.04849 0.00 0.01 0.02 -0.127
H 3.07751 -2.96775 13.41937 -0.01 0.01 0.01 0.312
C 2.52908 -8.24280 1.02398 0.04 -0.05 0.00 0.518
Cl 3.10110 -8.06284 2.68315 -0.02 0.04 0.00 -0.121
Cl 3.86219 -8.09028 -0.12045 -0.01 0.02 0.00 -0.124
Cl 1.69454 -9.78276 0.81356 -0.02 0.01 -0.01 -0.130
H 1.82213 -7.45057 0.82078 -0.02 0.06 0.01 -0.136
```
Forces are in eV/Å.

Results
**2S+1**: 1
**Molecular weight**: 1814.6 g/mol
**Kohn-Sham gap**: 9.28 eV

No. 3
DFT (wB97M-V/def2-TZVPD) results for C3H5N3 as an isolated structure in a non-equilibrium geometry.

Structure (XYZ):
```
11
Properties=species:S:1:pos:R:3:forces:R:3:mulliken_charge:R:1
C 1.56408 0.13948 -0.43669 -0.68 -0.40 -1.56 0.302
C -0.80405 0.87944 0.20963 2.98 -2.81 -0.46 -0.055
C 0.36242 -0.57258 -0.60007 -3.78 2.14 1.92 -0.266
N 2.53140 0.71247 -0.30960 2.01 1.31 0.54 -0.416
N -1.75199 1.33228 -0.40299 -0.96 1.42 -1.15 -0.462
N 0.38203 -1.63076 0.30971 0.75 -0.84 0.33 -0.533
H -0.36614 1.07205 1.21246 -0.18 0.25 -0.34 0.302
H -0.08651 -0.74879 -1.56256 0.29 0.10 -0.33 0.367
H -2.17027 2.20838 -0.05488 -0.12 -0.70 0.33 0.276
H 0.77737 -1.21650 1.13034 0.08 -0.73 0.95 0.244
H -0.43835 -2.17548 0.50466 -0.39 0.26 -0.23 0.242
```
Forces are in eV/Å.

Results
**2S+1**: 1
**Molecular weight**: 83.1 g/mol
**Kohn-Sham gap**: 9.25 eV